Record 1
The following is a quantum chemistry calculation of 2 unconnected molecules or ions with the total composition C3H10OSSi, from the OMol25 dataset.

- largest force on an atom (eV Å⁻¹) = 2.817
- frontier orbital gap (alpha / beta) (eV) = 9.278 / 5.352
- energy relative to the best compared isomer or geometry (same formula, charge and spin) (kcal/mol) = 129.9
- total energy (Ha) = -883.04445
- HOMO (alpha / beta) (eV) = -9.08 / -6.59

Geometry (Å):
H 0.897145 -0.112482 1.422690
Si -3.387153 -1.216976 0.219696
C 1.041253 -0.062146 0.248276
H -4.256433 -0.344214 0.845973
H 1.519655 2.115083 -0.369733
H 2.830186 -1.501399 0.210999
H -3.131726 -1.480612 -1.153821
C 2.448367 -0.543438 -0.220657
O -1.899311 1.131472 0.298889
H -2.151388 -1.472052 0.985438
S -0.634401 1.981937 0.674648
H 0.309946 1.253928 -1.464487
H 2.346641 -0.557810 -1.422088
C 0.652554 1.293123 -0.372815
H 0.262082 -0.735606 0.043792
H 3.152576 0.251189 0.053198

Cartesian forces (eV/Å) of the 3 atoms listed first:
H 0.9 0.8 -2.0
Si 1.5 -2.0 0.8
C 1.1 0.0 2.1

Partial charges, Mulliken, in e: atom 1 (H): 0.34, atom 2 (Si): 0.37, atom 3 (C): -0.46, atom 4 (H): -0.08, atom 5 (H): 0.30, atom 6 (H): 0.33, atom 7 (H): -0.09, atom 8 (C): -1.03, atom 9 (O): -0.43, atom 10 (H): -0.13, atom 11 (S): 0.20, atom 12 (H): 0.35, atom 13 (H): 0.24, atom 14 (C): -0.43, atom 15 (H): 0.25, atom 16 (H): 0.28

Record 2
The following is a quantum chemistry calculation of a molecular structure, C25H67N6O9Ti2, from the OMol25 dataset.

- largest force on an atom (eV Å⁻¹) = 2.556
- <S²> = 12.00
- net charge = +1
- frontier orbital gap (alpha / beta) (eV) = 6.199 / 7.847
- 2S+1 = 7
- energy relative to the best compared isomer or geometry (same formula, charge and spin) (kcal/mol) = 0.0
- total energy (Ha) = -3696.90073
- HOMO (alpha / beta) (eV) = -8.56 / -11.11

Geometry (Å):
H 2.674004 2.209067 1.804913
C -5.459874 -5.111185 2.156769
H 3.278971 -0.209307 -0.497056
H -0.732754 0.015021 -3.187438
H -2.906493 -1.644875 -4.502657
O 3.789877 3.437290 0.490604
H -3.164161 5.442879 1.292758
H -3.795747 4.741749 -0.174708
C -3.366585 -1.409348 2.124146
H -2.692869 -0.734841 2.661716
C -3.892697 -3.721785 1.177477
H 5.704938 -0.089877 2.508094
H -2.157210 -3.141732 2.254939
H -1.635980 -3.135233 -0.079603
H 3.916865 0.918283 -1.415918
H -3.877429 1.704579 0.617684
O -0.671303 0.501806 0.849398
H -0.187683 3.055978 1.543705
H -4.116322 -1.645093 2.885689
C 4.988017 -0.801187 -1.469375
H 5.265432 -0.335389 -3.675797
H -0.904936 4.383465 2.354788
H 0.005455 -2.535285 2.890910
H 4.125939 0.291481 1.787703
H -1.962214 -2.345424 -3.247679
H 1.923802 4.531655 -2.852364
H 3.092940 6.190419 0.722346
H -3.839291 0.226374 -2.887379
H -5.716288 -5.710574 3.025667
H -0.182650 -4.087788 1.191958
C 3.047567 3.233069 1.676504
H -1.978230 0.319710 -5.643175
C 4.838967 -0.515416 1.992504
H 6.773211 -1.102635 -0.394128
C -2.806968 -2.684771 1.495276
H -4.753494 -3.134974 0.836136
H 1.711696 6.879991 -0.178089
C 1.183084 -5.601589 1.735843
O -4.104934 3.625686 1.504086
C -1.895803 -1.621969 -4.075021
H -1.323270 -4.272256 5.716963
O 5.091342 -1.278707 0.838037
Ti 1.688374 0.043547 -2.601952
H 1.424145 5.388197 0.641973
H 1.373453 -2.394365 0.889289
C -1.363546 -3.119453 -5.772853
C -1.739366 -0.199788 -3.557441
N -1.080239 4.912944 -0.244213
H 3.558056 5.670049 -1.413125
O 0.119333 1.447918 -1.005420
O -4.235535 -4.440364 2.330342
C -3.267774 4.499327 0.752256
N -1.928566 0.717358 -4.713660
H -2.739687 -0.500680 -1.671687
H 1.615266 6.083653 -2.434471
O 1.447368 0.119578 0.183049
C -1.163232 3.512386 1.744429
H 1.470980 -3.273097 3.586336
N 1.624058 5.134236 -2.078238
H 3.749948 3.421254 2.489283
C 0.511882 -3.492900 3.089066
C -1.872677 3.917727 0.473848
H -2.677012 1.112676 -1.996994
H -1.451732 -1.586929 0.466968
C -0.660815 -3.682853 5.076627
H -5.488752 2.198284 1.094108
C -4.550197 2.563995 0.674173
H -3.490104 -4.336261 0.367635
H -1.678975 2.761996 2.339150
H 0.375590 -6.316924 1.880532
H 4.660831 -1.846625 -1.446366
C 5.824762 -0.619294 -0.168255
H 0.221665 -3.503431 5.698742
H 2.107960 3.013061 -0.657470
H -0.584279 -3.253537 -6.515844
C -2.808207 0.166466 -2.542803
H -5.475672 -5.814330 1.312639
C 3.002651 3.648432 -0.657936
H 5.874453 0.462627 -0.023332
C 2.704837 5.104287 -1.028242
H -1.335130 1.033343 0.364120
H 2.609738 -3.341376 1.252000
O -0.911007 -1.997661 -5.003464
Ti -0.122882 3.500865 -2.091183
C 0.371310 0.695816 0.008537
C 0.750079 -4.148932 1.767148
C 5.775808 -0.536915 -2.732920
H 4.372483 -1.172911 2.727587
H -2.363821 -3.022793 -6.200396
H -0.976153 5.706601 0.387265
H -4.824292 2.937111 -0.316808
O -0.299056 -4.321002 3.883585
C 2.202459 5.958832 0.137243
H -1.539383 5.362250 -1.038151
N 3.705994 -0.087875 -1.419153
H 6.411111 0.354421 -2.651356
H -1.264885 -2.776181 4.950924
H 6.423334 -1.404967 -2.864966
H 2.169736 3.860309 1.847891
H -2.811470 1.200421 -4.609963
N -2.126866 -2.312448 0.260938
H -2.038770 2.999965 -0.102707
H 1.768771 -5.828934 0.848659
H -6.240289 -4.380262 1.915311
N 1.657952 -3.374829 0.888521
H 3.645818 3.293744 -1.475847
H -3.830495 -0.772188 1.363381
H -1.431801 -3.969741 -5.084077
H 1.865591 -5.811116 2.571500

Cartesian forces (eV/Å) of the 3 atoms listed first:
H 0.2 -0.1 -0.4
C -0.5 -0.2 -0.6
H 0.1 -0.3 -0.1

Atomic partial charges in e from the Mulliken method, atoms 1 to 99: atom 1 (H): 0.03, atom 2 (C): -0.81, atom 3 (H): 0.08, atom 4 (H): -1.99, atom 5 (H): 0.37, atom 6 (O): -0.41, atom 7 (H): 0.42, atom 8 (H): 0.50, atom 9 (C): -1.59, atom 10 (H): 0.22, atom 11 (C): -1.00, atom 12 (H): 0.37, atom 13 (H): -0.48, atom 14 (H): 0.29, atom 15 (H): 0.06, atom 16 (H): -0.04, atom 17 (O): -0.27, atom 18 (H): -0.01, atom 19 (H): 0.52, atom 20 (C): 0.15, atom 21 (H): 0.34, atom 22 (H): 0.52, atom 23 (H): -0.03, atom 24 (H): 0.07, atom 25 (H): 0.45, atom 26 (H): 0.32, atom 27 (H): 0.39, atom 28 (H): 0.58, atom 29 (H): 0.24, atom 30 (H): -0.55, atom 31 (C): -0.44, atom 32 (H): 0.24, atom 33 (C): -0.52, atom 34 (H): 0.44, atom 35 (C): 1.65, atom 36 (H): 0.38, atom 37 (H): 0.49, atom 38 (C): -1.67, atom 39 (O): -0.41, atom 40 (C): -0.95, atom 41 (H): 0.29, atom 42 (O): -0.31, atom 43 (Ti): 0.24, atom 44 (H): -0.08, atom 45 (H): 0.04, atom 46 (C): -0.80, atom 47 (C): 3.08, atom 48 (N): -0.58, atom 49 (H): 0.35, atom 50 (O): 0.54, atom 51 (O): -0.27, atom 52 (C): -1.09, atom 53 (N): -0.69, atom 54 (H): -0.02, atom 55 (H): 0.23, atom 56 (O): -0.48, atom 57 (C): -1.24, atom 58 (H): 0.64, atom 59 (N): -0.52, atom 60 (H): 0.32, atom 61 (C): -0.35, atom 62 (C): 2.66, atom 63 (H): 0.23, atom 64 (H): -0.22, atom 65 (C): -0.77, atom 66 (H): 0.34, atom 67 (C): -0.44, atom 68 (H): 0.40, atom 69 (H): 0.39, atom 70 (H): 0.35, atom 71 (H): 0.36, atom 72 (C): -0.69, atom 73 (H): 0.34, atom 74 (H): -0.13, atom 75 (H): 0.24, atom 76 (C): -1.35, atom 77 (H): 0.32, atom 78 (C): -0.25, atom 79 (H): 0.33, atom 80 (C): 0.78, atom 81 (H): -0.25, atom 82 (H): 0.25, atom 83 (O): -0.26, atom 84 (Ti): 0.04, atom 85 (C): 0.53, atom 86 (C): 1.33, atom 87 (C): -1.54, atom 88 (H): 0.26, atom 89 (H): 0.32, atom 90 (H): 0.36, atom 91 (H): 0.31, atom 92 (O): -0.38, atom 93 (C): -1.47, atom 94 (H): 0.34, atom 95 (N): 0.26, atom 96 (H): 0.33, atom 97 (H): 0.24, atom 98 (H): 0.41, atom 99 (H): 0.16

Record 3
The following is a quantum chemistry calculation of 2 unconnected molecules or ions with the total composition C5H11NO2, from the OMol25 dataset.

- largest force on an atom (eV Å⁻¹) = 2.248
- frontier orbital gap (eV) = 10.572
- energy relative to the best compared isomer or geometry (same formula, charge and spin) (kcal/mol) = 48.4
- total energy (Ha) = -402.30102
- HOMO (eV) = -10.07

Geometry (Å):
H -3.601320 0.796673 0.330450
H 3.677779 -0.591911 0.801550
C -1.486577 0.358359 0.182663
N 2.799786 -0.538655 1.334469
H -1.293357 0.034142 -1.716328
H 2.217813 -0.798894 -1.421521
O 0.307824 1.311546 -1.150699
C -0.171384 1.171279 -0.025876
C -2.640196 1.312152 0.425138
C 1.828037 -1.034560 0.650907
H -2.635974 2.126032 -0.308128
H 0.777930 -0.939328 1.075087
C 1.973117 -1.602790 -0.723057
O -1.735753 -0.425760 -0.971239
H 2.751309 -2.369234 -0.733659
H 1.023629 -2.049978 -1.028695
H -2.568864 1.766607 1.418194
H -1.361938 -0.319625 1.031780
H 0.138139 1.793945 0.828964

Cartesian forces (eV/Å) of the 3 atoms listed first:
H 0.3 -0.1 0.1
H -0.2 -0.2 0.1
C 0.8 -0.2 -0.9

Partial charges, Mulliken, in e: atom 1 (H): 0.34, atom 2 (H): 0.23, atom 3 (C): 0.36, atom 4 (N): -0.63, atom 5 (H): 0.36, atom 6 (H): 0.29, atom 7 (O): -0.52, atom 8 (C): 0.00, atom 9 (C): -1.41, atom 10 (C): 0.11, atom 11 (H): 0.32, atom 12 (H): 0.38, atom 13 (C): -1.09, atom 14 (O): -0.55, atom 15 (H): 0.42, atom 16 (H): 0.27, atom 17 (H): 0.37, atom 18 (H): 0.33, atom 19 (H): 0.41